Record 1
Here is a 8-piece molecular cluster, C32H52N8 overall from the Open Molecules 2025 dataset. Energies are from ωB97M-V with the def2-TZVPD basis set.

Properties
Charge = 0
DFT total energy = -1688.4068 Ha
Highest occupied orbital energy = -8.152 eV
Frontier orbital gap = 0.31692 hartree

CARTESIAN COORDINATES (ANGSTROEM)
C  -7.028  -0.869  -6.123
C  -8.243  -0.399  -6.670
C  -8.658  -1.268  -7.675
N  -7.771  -2.288  -7.720
C  -6.781  -2.086  -6.729
H  -6.455  -0.469  -5.301
H  -8.720  0.527  -6.383
H  -9.519  -1.269  -8.327
H  -7.873  -3.109  -8.299
H  -6.043  -2.823  -6.448
C  -0.207  0.336  -0.506
C  -0.775  1.185  0.444
C  0.241  1.852  1.070
N  1.441  1.357  0.592
C  1.188  0.390  -0.346
H  -0.771  -0.387  -1.076
H  -1.833  1.373  0.554
H  0.268  2.699  1.739
H  2.387  1.646  0.799
H  1.881  -0.283  -0.828
C  8.995  -2.189  2.809
C  8.502  -1.583  1.458
C  8.765  -0.040  1.412
C  7.944  0.757  2.355
N  7.295  1.379  3.055
H  9.018  -3.278  2.853
H  8.427  -1.886  3.689
H  9.999  -1.810  3.001
H  7.427  -1.667  1.295
H  8.981  -2.019  0.582
H  8.694  0.329  0.389
H  9.811  0.147  1.655
C  -0.011  -3.223  -8.739
C  0.022  -2.402  -7.397
C  1.330  -1.647  -7.126
C  2.368  -2.526  -6.519
N  3.188  -3.205  -6.041
H  -0.871  -3.891  -8.701
H  0.872  -3.853  -8.847
H  -0.080  -2.543  -9.588
H  -0.269  -3.082  -6.596
H  -0.770  -1.667  -7.542
H  1.115  -0.990  -6.283
H  1.625  -1.029  -7.974
C  -1.845  9.570  1.073
C  -0.341  9.843  1.245
C  0.007  11.297  0.848
C  -0.512  12.285  1.824
N  -0.911  13.099  2.531
H  -2.095  9.688  0.019
H  -2.340  10.301  1.713
H  -2.194  8.590  1.397
H  0.256  9.130  0.675
H  -0.085  9.751  2.300
H  -0.444  11.612  -0.093
H  1.097  11.313  0.841
C  2.601  -10.332  -3.078
C  2.064  -8.963  -3.491
C  1.594  -7.966  -2.415
C  2.465  -7.611  -1.343
N  3.235  -7.467  -0.503
H  3.033  -10.970  -3.850
H  1.825  -10.867  -2.532
H  3.482  -10.115  -2.474
H  1.268  -9.060  -4.229
H  2.894  -8.432  -3.958
H  0.761  -8.371  -1.841
H  1.308  -6.963  -2.731
C  1.477  3.809  8.642
C  2.022  5.216  8.814
C  3.206  5.450  9.730
C  3.457  4.480  10.784
N  3.673  3.772  11.676
H  2.108  3.241  7.958
H  0.501  3.917  8.167
H  1.411  3.329  9.618
H  1.221  5.781  9.291
H  1.996  5.712  7.844
H  3.132  6.423  10.214
H  4.131  5.274  9.182
C  -6.762  -2.397  4.722
C  -7.786  -2.656  3.673
C  -7.199  -2.206  2.318
C  -6.188  -3.053  1.652
N  -5.422  -3.719  1.134
H  -6.355  -1.394  4.847
H  -5.987  -3.163  4.699
H  -7.292  -2.418  5.675
H  -8.615  -1.980  3.882
H  -8.190  -3.668  3.671
H  -6.820  -1.186  2.378
H  -7.946  -2.119  1.529

***

Record 2
Here is a 6-piece molecular cluster, H12O6 overall from the Open Molecules 2025 dataset. Energies are from ωB97M-V with the def2-TZVPD basis set.

Properties
⟨S²⟩ = 0.758
Multiplicity = 2
Charge = +1
DFT total energy = -458.2716 Ha
Highest occupied orbital energy (alpha / beta) = -15.544 / -15.536 eV
Frontier orbital gap (alpha / beta) = 0.44518 / 0.18748 hartree

CARTESIAN COORDINATES (ANGSTROEM)
O  1.050  1.448  -0.144
H  1.222  0.673  -0.741
H  1.663  2.174  -0.326
O  -0.048  0.491  2.174
H  0.450  0.925  1.449
H  -0.969  0.622  1.899
O  -1.564  1.333  -0.131
H  -2.093  1.928  -0.668
H  -0.639  1.585  -0.345
O  0.342  -1.877  0.816
H  0.179  -1.055  1.368
H  0.776  -2.479  1.427
O  -1.005  -0.922  -1.331
H  -1.409  -0.084  -0.930
H  -1.130  -1.678  -0.708
O  1.380  -0.820  -1.390
H  0.506  -0.901  -1.863
H  1.289  -1.361  -0.555

***

Record 3
Here is a 9-piece molecular cluster, C12H43N17O9 overall from the Open Molecules 2025 dataset. Energies are from ωB97M-V with the def2-TZVPD basis set.

Properties
Charge = 0
DFT total energy = -2091.1840 Ha
Highest occupied orbital energy = -8.238 eV
Frontier orbital gap = 0.29385 hartree

CARTESIAN COORDINATES (ANGSTROEM)
C  -0.118  13.028  14.707
O  0.664  12.674  15.894
C  1.696  11.736  15.542
C  2.374  11.158  16.842
C  3.013  12.175  17.772
N  3.413  10.238  16.479
H  -0.908  12.299  14.528
H  0.519  13.107  13.825
H  -0.639  13.978  14.819
H  1.358  10.969  14.846
H  2.499  12.253  15.017
H  1.571  10.575  17.293
H  3.835  11.815  18.391
H  2.298  12.496  18.529
H  3.383  13.050  17.237
H  4.127  10.776  16.009
H  2.933  9.761  15.729
N  -5.097  7.947  13.708
C  -4.111  7.659  14.408
N  -3.076  8.360  13.979
O  -4.047  6.784  15.218
H  -4.969  8.556  12.912
H  -5.970  7.498  13.945
H  -2.143  7.995  14.110
H  -3.243  9.273  13.582
N  -7.059  14.604  17.161
C  -6.149  13.668  17.363
N  -5.636  13.360  16.210
O  -5.824  13.237  18.445
H  -7.259  14.991  16.250
H  -7.506  14.964  17.993
H  -5.908  13.821  15.354
H  -4.867  12.705  16.208
N  -8.718  15.385  13.077
C  -8.136  14.236  12.877
N  -7.564  14.031  11.711
O  -7.901  13.454  13.753
H  -8.956  16.077  12.379
H  -9.170  15.540  13.967
H  -7.770  14.692  10.976
H  -7.064  13.155  11.658
N  -5.903  16.441  15.150
C  -4.960  16.304  14.276
N  -5.457  16.076  13.105
O  -3.762  16.450  14.433
H  -6.777  16.520  14.651
H  -5.635  16.873  16.023
H  -4.813  15.792  12.380
H  -6.443  16.011  12.896
N  -2.824  16.057  9.494
C  -3.256  15.970  10.730
N  -2.596  16.721  11.516
O  -4.102  15.206  11.054
H  -2.130  16.776  9.351
H  -3.408  15.909  8.683
H  -1.835  17.216  11.072
H  -2.637  16.727  12.525
N  -7.884  9.756  14.317
C  -8.029  9.448  13.075
N  -8.911  8.469  12.991
O  -7.212  9.807  12.283
H  -7.124  10.329  14.654
H  -8.561  9.385  14.968
H  -8.866  7.777  12.256
H  -9.597  8.281  13.708
N  -3.411  9.754  17.285
C  -2.368  10.429  17.543
N  -1.795  10.879  16.497
O  -1.945  10.611  18.664
H  -3.908  9.268  18.018
H  -3.445  9.243  16.414
H  -2.046  10.582  15.565
H  -0.951  11.408  16.665
N  -3.156  13.340  13.497
C  -3.838  12.286  13.542
N  -5.078  12.357  13.116
O  -3.485  11.164  13.894
H  -3.437  14.168  12.992
H  -2.236  13.234  13.900
H  -5.348  13.321  12.984
H  -5.684  11.550  13.077

***

Record 4
Here is a 10-piece molecular cluster, C40H70N10 overall from the Open Molecules 2025 dataset. Energies are from ωB97M-V with the def2-TZVPD basis set.

Properties
Charge = 0
DFT total energy = -2113.6109 Ha
Highest occupied orbital energy = -11.072 eV
Frontier orbital gap = 0.40794 hartree

CARTESIAN COORDINATES (ANGSTROEM)
C  -4.910  -4.358  3.381
C  -5.903  -3.226  3.657
C  -5.967  -2.210  2.516
C  -4.684  -1.576  2.225
N  -3.721  -1.011  1.971
H  -3.898  -3.974  3.244
H  -5.169  -4.901  2.463
H  -4.925  -5.104  4.174
H  -5.566  -2.751  4.582
H  -6.898  -3.629  3.833
H  -6.629  -1.384  2.793
H  -6.352  -2.698  1.620
C  0.469  0.488  0.694
C  -0.721  -0.121  -0.047
C  -0.376  -0.789  -1.364
C  0.273  0.139  -2.291
N  0.785  0.860  -3.018
H  0.102  1.077  1.539
H  0.992  1.195  0.043
H  1.147  -0.246  1.134
H  -1.439  0.677  -0.242
H  -1.191  -0.849  0.617
H  -1.276  -1.178  -1.840
H  0.324  -1.610  -1.196
C  1.289  3.007  4.266
C  1.757  3.229  5.699
C  0.942  4.156  6.594
C  -0.526  4.110  6.492
N  -1.675  4.069  6.429
H  1.039  3.913  3.703
H  0.411  2.362  4.182
H  2.073  2.522  3.679
H  2.782  3.598  5.743
H  1.793  2.235  6.159
H  1.163  5.201  6.352
H  1.145  3.968  7.648
C  1.316  -3.542  -3.235
C  0.765  -4.063  -4.561
C  1.787  -4.060  -5.691
C  2.536  -5.306  -5.828
N  3.144  -6.273  -5.906
H  2.068  -4.178  -2.771
H  0.468  -3.413  -2.557
H  1.706  -2.528  -3.361
H  -0.032  -3.371  -4.856
H  0.256  -5.021  -4.458
H  2.524  -3.266  -5.524
H  1.366  -3.804  -6.666
C  1.475  2.886  -5.883
C  2.221  4.225  -5.784
C  2.632  4.772  -7.155
C  3.346  6.044  -7.032
N  3.907  7.035  -6.904
H  2.118  2.015  -5.741
H  0.996  2.750  -6.855
H  0.745  2.854  -5.077
H  3.122  4.070  -5.186
H  1.597  4.925  -5.230
H  1.781  4.860  -7.825
H  3.384  4.083  -7.556
C  -3.235  2.350  2.681
C  -2.986  2.208  4.188
C  -3.801  1.063  4.820
C  -5.220  1.034  4.422
N  -6.329  0.983  4.129
H  -2.344  2.654  2.134
H  -4.006  3.103  2.524
H  -3.597  1.412  2.261
H  -3.248  3.125  4.709
H  -1.950  1.988  4.455
H  -3.749  1.085  5.908
H  -3.437  0.096  4.462
C  -0.737  -1.004  3.986
C  0.327  -0.764  5.057
C  -0.311  -0.559  6.444
C  0.728  -0.335  7.453
N  1.570  -0.191  8.220
H  -0.577  -0.453  3.064
H  -1.747  -0.809  4.347
H  -0.823  -2.059  3.703
H  0.905  0.136  4.849
H  0.997  -1.622  5.098
H  -0.944  -1.398  6.729
H  -0.930  0.342  6.417
C  -3.727  -3.706  -1.050
C  -3.847  -4.992  -1.850
C  -4.348  -4.800  -3.275
C  -3.720  -3.617  -3.894
N  -3.228  -2.700  -4.382
H  -4.595  -3.052  -1.141
H  -2.853  -3.155  -1.400
H  -3.591  -3.940  0.005
H  -4.469  -5.703  -1.304
H  -2.853  -5.442  -1.909
H  -5.427  -4.676  -3.376
H  -4.051  -5.638  -3.909
C  5.994  -1.654  -2.873
C  4.561  -1.644  -3.361
C  4.184  -0.391  -4.176
C  4.935  0.813  -3.825
N  5.515  1.756  -3.529
H  6.191  -0.752  -2.291
H  6.704  -1.612  -3.704
H  6.207  -2.549  -2.295
H  3.901  -1.715  -2.493
H  4.354  -2.513  -3.985
H  3.130  -0.127  -4.040
H  4.335  -0.595  -5.237
C  3.489  3.848  0.650
C  4.179  3.493  -0.646
C  3.202  3.079  -1.725
C  2.091  4.000  -1.920
N  1.214  4.711  -2.119
H  4.168  4.079  1.476
H  2.863  3.030  1.021
H  2.847  4.722  0.521
H  4.929  2.713  -0.516
H  4.749  4.349  -1.017
H  2.814  2.067  -1.592
H  3.707  3.039  -2.692

***

Record 5
Here is the molecule C12H16O2 from the Open Molecules 2025 dataset. Energies are from ωB97M-V with the def2-TZVPD basis set.

Properties
Charge = 0
DFT total energy = -617.2327 Ha
Highest occupied orbital energy = -8.634 eV
Frontier orbital gap = 0.34553 hartree

CARTESIAN COORDINATES (ANGSTROEM)
C  0.859  0.442  -2.304
C  0.091  -0.791  -1.842
C  -0.570  -1.518  -2.943
C  -0.056  -1.304  -0.653
C  -0.974  -2.343  -0.287
C  0.943  -0.647  0.664
O  0.989  -1.617  1.682
O  2.280  -0.331  0.287
C  0.277  0.580  1.221
C  -1.113  0.799  0.976
C  -1.745  1.951  1.440
C  -1.066  2.702  2.411
C  0.261  2.370  2.713
C  0.918  1.375  2.116
H  0.261  1.036  -3.001
H  1.807  0.188  -2.857
H  1.133  1.090  -1.411
H  -0.485  -2.589  -2.888
H  -1.541  -1.307  -3.180
H  0.067  -1.221  -3.824
H  -0.371  -3.262  -0.430
H  -1.397  -2.291  0.789
H  -1.878  -2.583  -0.883
H  1.825  -1.942  1.633
H  2.396  0.607  0.669
H  -1.638  0.394  0.147
H  -2.704  2.140  1.046
H  -1.380  3.663  2.786
H  0.813  3.086  3.434
H  1.999  1.324  2.488

***

Record 6
Here is C43H48CsN6O2 as an isolated structure from the Open Molecules 2025 dataset. Energies are from ωB97M-V with the def2-TZVPD basis set.

Properties
Charge = -1
DFT total energy = -2166.5456 Ha
Highest occupied orbital energy = -4.471 eV
Frontier orbital gap = 0.24180 hartree

CARTESIAN COORDINATES (ANGSTROEM)
Cs  0.081  0.456  -1.025
C  -3.052  -1.821  -1.015
O  -1.754  -1.983  -1.511
C  -1.479  -3.058  -2.243
C  -2.451  -3.949  -2.697
C  -2.081  -5.039  -3.469
C  -0.763  -5.251  -3.849
C  0.210  -4.308  -3.473
C  -0.134  -3.288  -2.614
N  0.814  -2.293  -2.219
N  1.915  -2.788  -1.876
C  3.029  -2.011  -1.652
C  3.157  -0.701  -2.181
O  2.284  0.014  -2.759
C  4.504  -0.077  -2.049
C  5.556  -0.715  -1.540
C  5.397  -1.991  -0.957
C  6.454  -2.727  -0.485
C  6.376  -4.049  -0.096
C  5.106  -4.662  -0.078
C  3.997  -3.978  -0.521
C  4.137  -2.699  -1.030
H  -3.362  -2.689  -0.432
H  -3.700  -1.571  -1.842
H  -3.009  -1.002  -0.377
H  -3.492  -3.890  -2.354
H  -2.779  -5.819  -3.738
H  -0.440  -6.113  -4.382
H  1.198  -4.410  -3.884
H  4.606  0.940  -2.490
H  6.555  -0.166  -1.446
H  7.379  -2.270  -0.435
H  7.256  -4.547  0.289
H  4.947  -5.698  0.283
H  2.993  -4.467  -0.573
C  -0.956  2.944  3.916
C  0.204  2.320  3.164
C  1.450  3.232  3.189
C  0.491  0.917  3.648
C  1.618  0.602  4.458
C  1.974  -0.702  4.808
C  1.162  -1.723  4.324
C  0.115  -1.449  3.463
C  -0.513  -2.686  2.890
C  -2.048  -2.872  2.860
C  0.131  -2.889  1.517
C  -0.202  -0.163  3.118
N  -1.055  0.158  2.023
C  -2.272  0.424  2.250
C  -3.176  0.896  1.172
C  -4.545  0.752  1.176
C  -5.007  1.155  -0.042
C  -3.861  1.551  -0.753
N  -2.736  1.451  -0.003
C  -3.854  2.310  -2.096
C  -4.069  3.787  -1.771
C  -5.041  1.920  -3.023
C  -2.554  2.005  -2.840
H  -1.084  3.963  3.564
H  -0.657  3.018  4.944
H  -1.894  2.396  3.684
H  -0.063  2.203  2.087
H  1.702  3.712  4.197
H  1.275  4.040  2.449
H  2.320  2.653  2.841
H  2.274  1.471  4.864
H  2.885  -0.889  5.397
H  1.433  -2.744  4.595
H  -0.248  -3.499  3.560
H  -2.594  -2.226  2.120
H  -2.481  -2.527  3.833
H  -2.253  -3.933  2.714
H  0.277  -1.886  1.058
H  -0.391  -3.534  0.799
H  1.144  -3.314  1.560
H  -2.752  0.330  3.234
H  -5.132  0.428  2.008
H  -6.024  1.263  -0.345
H  -5.035  3.913  -1.264
H  -4.088  4.463  -2.668
H  -3.348  4.203  -1.059
H  -6.064  2.138  -2.528
H  -5.038  0.880  -3.314
H  -4.996  2.520  -3.954
H  -1.681  2.624  -2.477
H  -2.683  2.267  -3.896
H  -2.366  0.942  -2.796
N  2.682  2.655  -1.735
C  2.045  3.809  -1.246
C  2.744  4.751  -0.509
C  2.077  5.854  -0.042
C  0.789  6.056  -0.509
C  0.199  5.100  -1.285
N  0.799  3.978  -1.667
H  3.693  2.436  -1.509
H  2.187  1.923  -2.267
H  3.797  4.549  -0.187
H  2.533  6.571  0.672
H  0.135  6.846  -0.158
H  -0.828  5.276  -1.498

***

Record 7
Here is the molecule CH2N2 from the Open Molecules 2025 dataset. Energies are from ωB97M-V with the def2-TZVPD basis set.

Properties
Charge = 0
DFT total energy = -148.6936 Ha
Highest occupied orbital energy = -9.594 eV
Frontier orbital gap = 0.37494 hartree

CARTESIAN COORDINATES (ANGSTROEM)
C  0.312  -0.255  0.040
N  1.681  -0.412  -1.014
N  1.493  -1.050  0.009
H  0.246  0.840  0.392
H  -0.598  -0.457  -0.460